2 unconnected molecules or ions with the total composition FH3OSi at a distorted geometry. Source: OMol25; level of theory: wB97M-V/def2-TZVPD.

Summary:
- lowest unoccupied orbital energy (hartree) = -0.025
- HOMO level (eV) = -9.132
- relative energy (zero: lowest compared OMol25 entry of this formula, charge and spin) (kcal per mole) = 75.6

Each line ends with the Löwdin charge.
Element x y z (Å)
Si (3.04, 0.38, 0.73)  0.660
F (3.70, -0.31, -0.60)  -0.421
O (-0.99, 0.02, -0.27)  -0.083
H (-1.60, 0.47, 0.21)  -0.042
H (1.82, -0.54, 0.91)  -0.209
H (-0.64, -0.73, 0.38)  0.095

A single C5H8N2 molecule. Source: OMol25; level of theory: wB97M-V/def2-TZVPD.

Summary:
- lowest unoccupied orbital energy (hartree) = 0.009
- HOMO level (eV) = -9.522
- relative energy (zero: lowest compared OMol25 entry of this formula, charge and spin) (kcal per mole) = 63.9

Each line ends with the Löwdin charge.
Element x y z (Å)
N (-0.62, 1.75, -1.47)  0.209
N (1.09, -0.63, 0.53)  0.003
C (1.23, 0.27, -0.36)  -0.110
C (-1.41, 0.56, -0.89)  -0.297
C (-0.02, 0.88, -0.78)  -0.297
C (2.22, -1.44, 0.88)  -0.130
C (-2.43, 0.79, 0.19)  -0.080
H (-2.09, 1.56, 0.89)  0.077
H (1.87, -2.47, 0.97)  0.079
H (-3.38, 1.10, -0.25)  0.069
H (3.04, -1.38, 0.15)  0.075
H (2.59, -1.13, 1.87)  0.084
H (2.17, 0.50, -0.89)  0.125
H (-1.66, -0.23, -1.60)  0.120
H (-2.60, -0.13, 0.76)  0.073

A single C7H10O molecule at a distorted geometry. Source: OMol25; level of theory: wB97M-V/def2-TZVPD.

Summary:
- lowest unoccupied orbital energy (hartree) = 0.032
- HOMO level (eV) = -8.882
- relative energy (zero: lowest compared OMol25 entry of this formula, charge and spin) (kcal per mole) = 79.5

Each line ends with the Löwdin charge.
Element x y z (Å)
O (2.10, 1.44, 1.56)  -0.040
C (-1.38, -0.33, -1.32)  -0.107
C (0.27, -0.31, 0.97)  -0.183
C (-1.11, 0.97, -0.65)  -0.200
C (0.19, 0.95, 0.03)  -0.192
C (-0.62, -1.35, -1.03)  -0.087
C (0.57, -1.38, -0.04)  -0.174
C (0.75, 1.01, 1.39)  -0.293
H (-0.96, -2.32, -1.40)  0.097
H (2.70, 0.75, 1.06)  0.149
H (0.98, 0.83, -0.77)  0.168
H (-2.11, -0.28, -2.16)  0.120
H (0.72, -2.37, 0.45)  0.117
H (-1.22, 1.77, -1.39)  0.115
H (1.50, -1.19, -0.46)  0.080
H (0.20, 1.32, 2.24)  0.139
H (-0.74, -0.65, 1.40)  0.170
H (-1.85, 1.15, 0.12)  0.120

A single C2H3I2NO molecule at a distorted geometry. Source: OMol25; level of theory: wB97M-V/def2-TZVPD.

Summary:
- lowest unoccupied orbital energy (hartree) = -0.004
- HOMO level (eV) = -8.599
- relative energy (zero: lowest compared OMol25 entry of this formula, charge and spin) (kcal per mole) = 45.9

Each line ends with the Löwdin charge.
Element x y z (Å)
I (0.37, -2.38, 0.26)  0.696
I (-2.55, 0.24, 0.41)  0.872
O (-0.52, 0.56, -1.84)  -0.029
N (-0.65, 0.50, 0.98)  -0.625
C (0.47, 0.27, -1.28)  -0.312
C (0.44, -0.21, 0.38)  -0.836
H (-0.39, 0.55, 1.93)  0.018
H (1.39, 0.21, 0.92)  0.117
H (1.43, 0.27, -1.76)  0.100

A molecular structure, B4H16Tl at a distorted geometry. Source: OMol25; level of theory: wB97M-V/def2-TZVPD.

Summary:
- lowest unoccupied orbital energy (hartree) = -0.084
- net charge = -1
- HOMO level (eV) = -6.762
- relative energy (zero: lowest compared OMol25 entry of this formula, charge and spin) (kcal per mole) = 0.0

Each line ends with the Löwdin charge.
Element x y z (Å)
Tl (-0.05, 0.00, 0.33)  1.276
B (1.56, 1.66, -1.65)  -0.390
B (2.95, -0.40, 0.55)  -0.394
B (-2.29, 0.21, 2.27)  -0.378
B (-2.15, -1.53, -1.25)  -0.398
H (-1.61, 1.13, 2.08)  -0.063
H (2.47, -0.91, -0.37)  -0.034
H (-2.26, -0.44, -1.60)  -0.061
H (1.59, 1.94, -0.54)  -0.095
H (4.09, -0.39, 0.42)  0.007
H (-3.28, 0.30, 1.70)  -0.032
H (-2.68, -2.20, -2.01)  -0.029
H (2.14, 0.68, -1.85)  -0.031
H (2.53, 0.67, 0.57)  -0.077
H (-2.62, 0.18, 3.37)  -0.016
H (-1.76, -0.80, 2.06)  -0.054
H (2.61, -0.88, 1.54)  -0.072
H (-0.99, -1.67, -1.20)  -0.057
H (1.95, 2.52, -2.30)  -0.025
H (-2.63, -1.59, -0.21)  -0.067
H (0.43, 1.52, -1.91)  -0.009

2 unconnected molecules or ions with the total composition CH8NO at a distorted geometry. Source: OMol25; level of theory: wB97M-V/def2-TZVPD.

Summary:
- lowest unoccupied orbital energy (spin up / spin down) (hartree) = 0.032 / 0.018
- spin multiplicity = 2
- HOMO level (spin up / spin down) (eV) = -3.277 / -12.464
- relative energy (zero: lowest compared OMol25 entry of this formula, charge and spin) (kcal per mole) = 3.5
- <S²> = 0.750

Each line ends with the Mulliken spin population.
Element x y z (Å)
O (1.78, -0.74, -0.52)  0.243
N (-0.72, -0.21, 0.50)  1.755
C (-1.31, 1.08, -0.03)  0.649
H (-1.77, 0.87, -0.98)  -0.179
H (0.28, -0.25, 0.29)  -0.347
H (-0.48, 1.78, -0.20)  -0.078
H (-2.00, 1.53, 0.67)  -0.134
H (2.36, -1.51, -0.56)  -0.060
H (-1.28, -0.96, 0.01)  -0.317
H (-0.95, -0.23, 1.52)  -0.492
H (2.33, 0.06, -0.45)  -0.041

A single C4H5N molecule at a distorted geometry. Source: OMol25; level of theory: wB97M-V/def2-TZVPD.

Summary:
- lowest unoccupied orbital energy (hartree) = 0.040
- HOMO level (eV) = -8.256
- relative energy (zero: lowest compared OMol25 entry of this formula, charge and spin) (kcal per mole) = 16.2

Each line ends with the Löwdin charge.
Element x y z (Å)
N (0.28, 0.57, 0.98)  0.003
C (0.27, -0.16, -1.17)  -0.141
C (-0.75, -0.77, -0.47)  -0.164
C (0.95, 0.64, -0.25)  -0.135
C (-0.81, -0.33, 0.82)  -0.112
H (1.75, 1.31, -0.47)  0.090
H (0.59, 0.85, 1.93)  0.159
H (-1.30, -1.53, -1.13)  0.123
H (0.41, -0.19, -2.30)  0.116
H (-1.37, -0.63, 1.60)  0.060

A molecular structure, C16H40B2MnO8S4 at a distorted geometry. Source: OMol25; level of theory: wB97M-V/def2-TZVPD.

Summary:
- lowest unoccupied orbital energy (spin up / spin down) (hartree) = -0.191 / -0.156
- spin multiplicity = 6
- HOMO level (spin up / spin down) (eV) = -8.439 / -9.487
- relative energy (zero: lowest compared OMol25 entry of this formula, charge and spin) (kcal per mole) = 341.6
- <S²> = 9.077

Each line ends with the Mulliken spin population.
Element x y z (Å)
Mn (-0.03, -0.04, 1.46)  5.487
S (5.99, 3.24, 1.09)  -0.001
S (-4.11, 4.31, -2.80)  -0.001
S (2.70, -3.55, -3.82)  -0.001
S (-5.52, -4.14, 1.95)  0.000
O (2.35, -2.52, -2.87)  0.003
O (6.89, 2.97, 0.00)  0.000
O (4.77, 2.47, 1.25)  0.004
O (-3.43, 3.41, -1.83)  0.002
O (-3.42, 4.87, -3.98)  0.000
O (1.72, -4.55, -4.32)  0.000
O (-6.85, -3.59, 1.68)  0.000
O (-4.28, -3.32, 1.77)  0.005
C (4.24, -4.49, -3.34)  0.000
C (-4.62, -6.69, 2.12)  0.000
C (6.78, 4.36, 3.41)  0.000
C (5.40, -3.76, -3.93)  0.000
C (-5.36, -4.87, 3.59)  0.000
C (-4.83, 5.82, -1.92)  0.000
C (-6.30, 5.90, -2.08)  0.000
C (-5.31, -5.78, 1.09)  0.000
C (4.90, -3.36, -5.30)  0.000
C (5.63, 4.99, 1.26)  0.000
C (3.44, -2.74, -5.26)  0.000
C (6.61, 5.53, 2.46)  0.000
C (-5.89, 3.82, -3.28)  0.000
C (-5.27, -6.36, 3.48)  0.000
C (-6.64, 5.19, -3.37)  0.000
C (7.06, 3.14, 2.60)  0.000
B (1.16, -3.26, 3.10)  -0.114
B (-0.45, 2.90, 3.87)  -0.140
H (-4.57, -4.43, 4.20)  0.000
H (7.55, 4.71, 4.10)  0.000
H (0.45, 2.35, 4.08)  -0.003
H (-6.86, 5.50, -1.23)  0.000
H (-5.75, 3.39, -4.27)  0.000
H (5.35, -2.86, -3.32)  0.000
H (-6.33, 3.13, -2.56)  0.000
H (-1.29, 2.24, 3.78)  -0.043
H (-4.92, -5.69, 0.08)  0.000
H (-6.36, -6.09, 1.05)  0.000
H (1.43, -4.12, 3.70)  -0.079
H (7.55, 5.89, 2.03)  0.000
H (4.97, -4.20, -5.99)  0.000
H (6.38, -4.23, -3.95)  0.000
H (-4.62, -7.77, 1.96)  0.000
H (3.54, -1.67, -5.06)  0.000
H (5.79, 5.45, 0.29)  0.000
H (-4.66, -6.85, 4.23)  0.000
H (5.59, -2.69, -5.81)  0.000
H (2.72, -2.81, -6.08)  0.000
H (-6.55, 6.97, -2.08)  0.000
H (5.91, 4.21, 4.05)  0.000
H (8.10, 3.05, 2.29)  0.000
H (-3.59, -6.42, 2.33)  0.000
H (-0.68, 3.58, 4.67)  -0.090
H (-4.28, 6.71, -2.20)  0.000
H (7.01, 2.15, 3.04)  0.000
H (-4.58, 5.69, -0.86)  0.000
H (6.15, 6.40, 2.93)  0.000
H (0.60, -2.52, 3.66)  -0.017
H (-6.37, 5.69, -4.30)  0.000
H (-0.22, 3.36, 2.92)  0.012
H (-7.69, 4.96, -3.57)  0.000
H (-6.29, -4.59, 4.09)  0.000
H (-6.28, -6.77, 3.41)  0.000
H (4.55, 4.93, 1.41)  0.000
H (4.22, -4.75, -2.28)  0.000
H (4.07, -5.46, -3.81)  0.000
H (0.61, -3.65, 2.26)  -0.027
H (1.99, -2.72, 2.68)  0.003

A molecular structure, CH3I2N2. Source: OMol25; level of theory: wB97M-V/def2-TZVPD.

Summary:
- lowest unoccupied orbital energy (hartree) = -0.214
- net charge = +1
- HOMO level (eV) = -13.950
- relative energy (zero: lowest compared OMol25 entry of this formula, charge and spin) (kcal per mole) = 6.2

Each line ends with the Löwdin charge.
Element x y z (Å)
I (-1.62, 1.89, 0.00)  0.953
I (-2.55, -1.51, 0.00)  0.930
N (1.25, 0.35, 0.00)  0.162
N (-1.04, -0.10, 0.00)  -0.996
C (0.22, -0.46, 0.00)  -0.396
H (1.13, 1.36, 0.00)  0.068
H (2.19, -0.01, 0.00)  0.144
H (0.42, -1.53, 0.00)  0.134

A single C6H8O2 molecule at a distorted geometry. Source: OMol25; level of theory: wB97M-V/def2-TZVPD.

Summary:
- lowest unoccupied orbital energy (hartree) = 0.035
- HOMO level (eV) = -8.374
- relative energy (zero: lowest compared OMol25 entry of this formula, charge and spin) (kcal per mole) = 100.2

Each line ends with the Löwdin charge.
Element x y z (Å)
O (-1.33, 0.90, 0.62)  -0.006
O (0.08, -1.51, -0.30)  -0.037
C (1.60, 0.20, 0.50)  0.007
C (0.35, 0.98, -1.52)  0.035
C (0.49, -0.13, -0.48)  -0.400
C (-0.99, -1.47, 0.62)  -0.096
C (-0.73, 0.63, -0.61)  -0.298
C (-1.52, -0.37, 1.16)  -0.104
H (-1.42, 0.08, -1.22)  0.156
H (0.08, 0.92, -2.57)  0.114
H (-1.17, -2.51, 0.93)  0.130
H (2.52, -0.33, 0.22)  0.102
H (1.37, -0.10, 1.49)  0.076
H (-2.16, -0.39, 2.01)  0.120
H (1.79, 1.28, 0.47)  0.085
H (1.04, 1.82, -1.31)  0.116

6 unconnected molecules or ions with the total composition H12O6 at a distorted geometry. Source: OMol25; level of theory: wB97M-V/def2-TZVPD.

Summary:
- lowest unoccupied orbital energy (hartree) = -0.003
- HOMO level (eV) = -10.338
- relative energy (zero: lowest compared OMol25 entry of this formula, charge and spin) (kcal per mole) = 40.4

Each line ends with the Löwdin charge.
Element x y z (Å)
O (1.16, -2.28, 1.91)  -0.038
O (1.44, 1.53, -0.76)  -0.055
O (-1.20, 2.64, 0.07)  -0.072
O (-0.56, -0.70, -0.47)  -0.056
O (-1.47, 0.63, 1.78)  -0.051
O (0.06, -0.46, -3.11)  -0.062
H (-0.54, 0.41, 1.83)  0.060
H (2.19, 1.21, -1.27)  0.039
H (-1.70, 0.88, 2.70)  0.108
H (1.07, 0.75, -0.35)  -0.020
H (-1.40, 2.27, -0.82)  0.058
H (1.62, -2.18, 1.10)  0.013
H (-1.16, 1.92, 0.70)  -0.062
H (-1.20, -0.40, 0.20)  0.040
H (0.62, -1.24, -3.12)  0.029
H (-0.47, -1.66, -0.40)  0.075
H (1.82, -2.88, 2.25)  0.036
H (-0.28, -0.44, -2.22)  -0.040

A molecular structure, C19H28AlCaCl5FN2O6 at a distorted geometry. Source: OMol25; level of theory: wB97M-V/def2-TZVPD.

Summary:
- lowest unoccupied orbital energy (hartree) = -0.308
- net charge = +1
- HOMO level (eV) = -9.998

Each line ends with the Löwdin charge.
Element x y z (Å)
Ca (1.10, 4.28, -3.64)  1.654
Cl (-2.76, 3.39, 0.29)  0.059
Cl (-6.07, -2.40, 5.92)  0.542
Cl (5.53, 3.23, -2.51)  0.119
Cl (-4.45, -2.97, 3.57)  0.603
Cl (-3.60, -3.91, 6.19)  0.570
Al (-3.91, 1.30, 3.42)  0.937
F (-1.83, 3.00, -4.26)  -0.625
O (-0.58, -5.96, 2.81)  0.117
O (-1.17, 1.03, -3.09)  -0.254
O (0.25, -4.35, 1.48)  0.050
O (2.85, -1.90, -0.49)  -0.191
O (-0.62, -0.21, -2.78)  -0.062
O (0.53, -0.40, -4.90)  -0.057
N (-1.18, 0.47, 3.00)  0.122
N (-3.05, 0.07, 0.55)  0.162
C (2.47, 3.29, -1.45)  -0.262
C (-4.99, -3.57, 5.15)  -1.490
C (2.54, 2.02, -2.42)  -0.247
C (3.92, 0.34, -0.90)  -0.135
C (1.60, -2.58, -0.22)  -0.099
C (0.39, 1.69, 1.52)  0.107
C (2.13, 3.00, 0.05)  -0.118
C (-0.12, 2.09, -0.91)  -0.037
C (-1.65, -3.87, 2.79)  -0.040
C (0.80, 2.25, 0.19)  -0.158
C (-0.91, 0.94, 1.72)  -0.179
C (-3.28, -0.42, 1.81)  -0.244
C (-1.85, 0.75, 0.55)  -0.211
C (2.63, -0.47, -0.48)  -0.221
C (3.81, 1.12, -2.26)  -0.264
C (-2.19, 1.31, -2.10)  -0.138
C (-1.39, 1.38, -0.77)  -0.152
C (-2.37, -0.21, 3.06)  -0.382
C (-0.56, -4.82, 2.32)  -0.641
H (-5.54, -4.49, 5.00)  0.028
H (-2.89, 0.42, -2.07)  0.141
H (3.51, 3.76, -1.47)  0.041
H (-0.28, 0.12, -4.96)  0.039
H (4.78, 1.83, -2.43)  -0.183
H (3.82, 0.39, -3.12)  0.142
H (1.08, 1.82, 2.40)  0.137
H (1.29, -3.23, -1.10)  0.110
H (1.77, 4.11, -1.89)  -0.013
H (1.74, -3.23, 0.69)  0.077
H (0.15, 2.52, -1.91)  0.072
H (4.32, 1.01, -0.08)  0.111
H (1.72, -0.29, -1.11)  0.094
H (0.35, -0.09, -2.68)  0.069
H (-4.24, -1.05, 1.95)  0.083
H (2.44, -0.22, 0.62)  0.128
H (-2.31, -4.35, 3.51)  0.018
H (4.74, -0.43, -1.05)  0.137
H (2.02, 4.00, 0.58)  0.149
H (2.96, 2.49, 0.62)  0.134
H (-2.72, 2.27, -2.32)  0.112
H (1.64, 1.35, -2.39)  0.075
H (-2.25, -3.55, 1.93)  0.069
H (0.74, -1.88, -0.02)  0.078
H (2.58, 2.43, -3.52)  0.082
H (-2.68, -0.66, 4.04)  0.092
H (-1.20, -2.99, 3.26)  0.083
H (0.50, -0.97, -5.68)  0.055

no.,E (a.u.)
1,-466.369926
2,-304.733646
3,-347.836543
4,-803.317556
5,-281.052233
6,-172.760910
7,-210.137919
8,-4028.381283
9,-744.514041
10,-383.750399
11,-458.608059
12,-4621.713200